Molecular formula: C72H190N12O24
Method: DFT, the ωB97M-V functional and the def2-TZVPD basis

The geometry in XYZ format:
```
298
Properties=species:S:1:pos:R:3:mulliken_charge:R:1
O 0.885 10.127 6.257 -0.2141
O -9.688 7.350 -2.391 -0.5361
O -0.154 1.008 -9.493 -0.3146
O 1.111 -11.440 0.659 -0.3107
O 6.045 6.784 5.076 -0.3256
O 2.666 -0.925 0.320 -0.3109
O 0.126 6.863 -6.110 -0.1924
O 8.324 -5.722 3.846 -0.3052
O -7.821 4.766 -13.046 -0.1949
O 12.942 0.379 4.751 -0.5318
O -4.958 0.733 -13.974 -0.3476
O -7.807 3.148 -9.004 -0.2830
O 0.100 -7.850 -5.133 -0.3425
O -3.081 5.077 4.376 -0.2339
O -8.006 -0.148 2.354 -0.5109
O -1.248 0.817 -1.283 -0.2974
O -5.598 -3.996 -6.531 -0.5133
O -0.924 4.301 9.307 -0.3942
O -2.224 6.304 -8.982 -0.2834
O 5.345 -1.809 13.953 -0.3071
O 8.075 -10.326 -0.928 -0.2866
O 6.185 0.087 9.426 -0.3125
O -2.199 -1.343 6.204 -0.4907
O -6.496 1.860 10.682 -0.3312
N -9.468 4.934 -10.593 -0.3590
N 0.729 1.243 0.976 -0.3725
N -2.485 0.162 -12.317 -0.3867
N 10.897 -8.145 2.772 -0.7195
N 7.164 -9.301 -4.353 -0.7506
N -0.484 6.109 6.005 -0.0900
N -1.482 -5.863 -4.003 -0.6942
N 0.658 6.657 -8.827 -0.3436
N 2.068 -15.060 1.254 -0.7237
N 5.088 0.544 12.078 -0.3319
N 3.537 8.810 6.905 -0.2642
N -6.136 1.312 6.994 -0.5754
C 7.915 -9.289 -3.084 0.6056
C 10.220 -7.341 3.802 0.7082
C -0.455 5.116 8.244 -0.6032
C 11.275 -6.556 4.663 -1.4249
C -7.144 5.360 -14.165 -0.8595
C -0.737 6.094 4.555 -1.0224
C 2.355 -13.992 -0.803 -1.3957
C -8.376 6.828 -2.124 -0.1991
C 0.625 -9.196 -5.050 -0.7318
C -1.028 4.977 6.779 -0.4507
C -2.998 6.664 -7.831 -0.6589
C -2.221 6.261 4.200 -0.4604
C 3.570 -1.973 0.195 -0.7501
C 1.511 0.507 1.922 -0.9410
C 6.241 6.169 3.803 -0.7837
C -9.889 4.428 -11.864 -0.7523
C -6.827 -2.293 1.883 -0.9386
C -9.177 5.142 -13.045 -0.6372
C -0.285 10.820 6.564 -0.7588
C -7.513 6.698 -3.397 -0.8974
C 0.002 0.815 -8.106 -0.7394
C 7.512 -6.499 4.730 -0.7755
C -4.897 0.682 -12.563 -0.3918
C -7.105 1.969 -8.746 -0.7190
C 2.093 10.822 6.669 -0.7036
C 5.714 1.343 9.818 -0.5833
C -6.784 1.592 8.262 0.6528
C -0.680 0.785 1.065 -0.5102
C -6.763 -4.806 -6.424 -0.1620
C -8.162 0.944 8.247 -1.5809
C -1.514 1.439 -0.008 -0.5800
C 0.153 6.228 -4.868 -0.8135
C -9.212 2.877 -9.274 -0.4124
C -4.320 5.394 3.742 -0.7184
C 1.262 7.749 -8.092 -0.3582
C -1.491 7.359 -9.660 -0.5601
C -1.329 0.382 -10.028 -0.3176
C 9.186 -6.512 3.021 -0.7256
C -6.282 0.576 -14.498 -0.6950
C -0.045 6.990 -10.024 -0.8199
C 2.128 -10.696 1.285 -0.6689
C -5.796 1.750 11.924 -0.6553
C -1.270 0.509 -11.602 -0.6259
C -1.116 -3.514 6.270 -1.0083
C 1.379 7.338 -6.641 -0.8496
C -2.345 -2.656 6.592 -0.2405
C 0.634 -6.954 -4.161 -0.7174
C 11.678 0.633 4.107 -0.2171
C 4.709 -0.560 14.267 -0.6716
C 6.015 -0.073 8.012 -0.7417
C 0.927 -12.797 1.051 -0.6504
C 2.139 -13.747 0.706 0.5246
C 8.365 -7.883 -2.757 -1.4469
C -2.378 0.557 -2.087 -0.7599
C 5.460 0.525 13.488 -0.5770
C -7.531 -4.812 -7.760 -1.0226
C 0.413 -4.559 -3.378 -1.5665
C -0.596 2.938 9.135 -0.6325
C -0.113 -5.634 -4.317 0.4585
C -9.926 4.145 -9.459 -0.8880
C 4.760 8.104 6.479 -0.9463
C -7.962 -1.279 1.502 -0.2582
C 4.617 -2.949 14.433 -0.7492
C 3.362 10.091 6.220 -0.5551
C 7.579 -11.127 0.133 -0.7204
C 11.216 -0.563 3.304 -0.9778
C -5.960 1.314 9.517 -0.4353
C -3.513 1.175 -12.115 -0.6309
C 7.173 -9.953 -1.947 -0.6335
C 1.961 -0.924 1.589 -0.3337
C 4.793 7.315 5.163 -0.1443
C 5.846 1.560 11.365 -0.6912
H 10.972 1.017 4.843 0.2760
H 5.580 5.319 3.632 0.3034
H -2.162 0.918 -9.573 0.2254
H -6.765 1.088 6.237 0.1850
H 7.141 -10.210 -4.792 0.2498
H 1.886 -14.912 2.237 0.2214
H -0.025 -13.214 0.724 0.3173
H 1.799 8.117 -6.005 0.4463
H 3.682 -3.039 13.879 0.3089
H -0.862 -3.390 5.217 0.2503
H 7.653 -8.852 -5.114 0.2554
H -4.943 1.681 9.376 0.2123
H -2.431 7.283 -7.136 0.2862
H 3.689 -0.608 13.888 0.3384
H -0.819 1.243 -7.531 0.2828
H 0.503 -7.307 -3.139 0.2984
H -9.361 6.208 -12.912 0.3524
H -0.116 -3.617 -3.525 0.4020
H -0.336 5.224 4.035 0.3892
H -8.819 0.333 2.184 0.2917
H 6.332 -1.032 7.601 0.2657
H 0.521 7.744 -10.570 0.4042
H -6.914 -5.143 -8.596 0.2884
H -8.853 1.103 9.075 0.3180
H -5.536 0.705 12.094 0.2974
H -7.412 -4.547 -5.588 0.2453
H -8.893 -1.843 1.442 0.2734
H -1.383 2.520 0.038 0.2634
H -0.132 6.884 4.111 0.3617
H 2.975 -13.284 1.230 0.2440
H 10.270 -0.464 2.772 0.3569
H 7.073 -10.525 0.887 0.2553
H 2.394 1.124 2.086 0.3419
H -10.387 6.712 -2.227 0.3008
H -2.269 0.224 -13.302 0.2727
H 4.897 7.344 7.248 0.2719
H -0.827 3.971 6.410 0.3348
H 0.191 -9.849 -5.808 0.2750
H -10.995 4.021 -9.633 0.4217
H -5.169 -0.296 -12.164 0.3577
H -9.641 2.305 -8.452 0.4429
H 3.077 -11.230 1.330 0.2926
H 13.252 1.210 5.118 0.3012
H -10.052 3.355 -11.960 0.3982
H 2.604 -1.190 2.428 0.4115
H 4.322 -2.890 15.481 0.2972
H -5.846 0.254 9.741 0.3108
H 6.533 0.335 13.521 0.3676
H -0.252 -3.261 6.884 0.2835
H -1.616 -6.819 -4.297 0.2990
H 7.518 -7.243 -2.508 0.3340
H -0.264 11.100 7.617 0.3636
H 11.586 -8.686 3.274 0.2539
H 5.214 -3.851 14.302 0.2418
H 2.037 11.853 6.319 0.4266
H 2.115 10.855 7.758 0.3427
H 8.126 -7.018 5.467 0.2995
H 1.158 -1.645 1.436 0.2672
H -7.030 1.309 -14.194 0.1957
H -5.108 4.685 3.996 0.2058
H -2.159 6.456 3.130 0.4573
H 8.528 -7.132 2.411 0.2903
H 0.353 -9.745 -4.149 0.2920
H -0.443 -0.121 -11.928 0.3233
H -5.983 -1.711 2.254 0.2542
H -1.492 -5.961 -2.998 0.2669
H 6.908 -11.920 -0.197 0.3219
H -8.458 4.905 -10.601 0.3092
H 6.839 -5.838 5.276 0.2579
H -6.508 -2.912 1.044 0.3200
H -1.392 -4.543 6.501 0.3347
H -9.772 4.678 -8.521 0.3234
H 2.675 -13.061 -1.270 0.2992
H -0.873 6.066 -4.540 0.2074
H -7.039 2.651 8.235 0.1613
H 1.022 0.980 0.046 0.3433
H 10.815 -5.771 5.263 0.3011
H 5.484 2.551 11.637 0.2983
H -3.051 -0.131 -1.573 0.3370
H -6.455 -5.828 -6.201 0.2599
H -0.887 2.604 8.139 0.2699
H 6.364 2.083 9.351 0.4257
H 3.981 -1.895 -0.811 0.2374
H 0.751 5.317 -4.916 0.3235
H -1.106 1.039 2.035 0.4365
H -6.475 6.527 -3.110 0.2955
H -7.007 1.300 -9.600 0.2350
H -7.907 7.543 -1.448 0.2150
H 1.338 -15.678 0.932 0.2520
H -6.286 0.655 -15.585 0.2846
H -8.769 1.167 7.370 0.3946
H -7.532 1.323 -7.978 0.3274
H -2.019 0.044 -2.979 0.2347
H -4.918 -4.350 -5.953 0.3023
H -6.077 5.152 -14.250 0.2408
H 4.547 7.966 4.324 0.3294
H 0.040 -0.257 -7.912 0.3125
H -3.892 7.198 -8.152 0.3099
H 9.049 -7.932 -1.909 0.3272
H 5.666 8.709 6.501 0.3774
H 9.731 -8.065 4.453 0.2597
H 8.461 -11.591 0.575 0.2495
H 11.806 -7.220 5.345 0.3842
H -8.467 5.877 -1.599 0.2887
H -7.873 -0.106 8.286 0.3640
H 11.025 -1.396 3.980 0.2458
H 0.027 6.159 -8.217 0.2709
H 10.267 -8.737 2.249 0.1676
H -2.869 1.481 -2.391 0.2974
H 6.832 -7.240 4.311 0.2996
H 3.032 -14.826 -0.986 0.4031
H -5.641 1.383 -12.184 0.1888
H -2.657 -2.757 7.632 0.3048
H -4.937 2.416 11.839 0.2439
H -8.422 -5.439 -7.766 0.3391
H -0.092 -5.266 -5.343 0.2682
H 8.831 -9.844 -3.284 0.2082
H -0.882 6.984 6.315 0.1403
H -3.205 -3.093 6.084 0.2700
H -2.655 7.134 4.688 0.3711
H -1.148 2.361 9.877 0.2308
H 5.324 1.497 13.962 0.3483
H -2.538 1.141 0.217 0.4170
H 3.077 -2.945 0.170 0.2872
H -1.508 8.303 -9.116 0.3221
H -10.906 4.819 -11.893 0.3915
H 1.375 -14.287 -1.178 0.3542
H -0.088 6.107 -10.662 0.3090
H 4.087 6.485 5.146 0.2792
H 1.692 -6.838 -4.398 0.4782
H 2.173 6.605 -6.499 0.4103
H 5.037 -0.338 11.589 0.2772
H 0.452 2.856 9.423 0.2845
H 7.253 5.773 3.714 0.2785
H 6.191 6.856 2.959 0.3196
H 0.656 8.653 -8.152 0.2895
H 0.342 -4.784 -2.313 0.3565
H 8.984 -7.410 -3.519 0.3954
H 2.789 8.197 6.613 0.1918
H -4.113 5.371 2.672 0.2874
H 4.712 1.561 9.449 0.3854
H -1.411 -0.651 -9.691 0.3164
H 1.756 -10.378 2.259 0.2717
H -7.155 -2.946 2.691 0.2781
H -6.437 2.065 12.747 0.2301
H 9.637 -5.859 2.273 0.3458
H 1.421 -4.281 -3.687 0.3740
H 4.328 -1.884 0.974 0.3114
H 6.689 0.606 7.489 0.2927
H -7.849 -0.854 0.505 0.2909
H 4.308 10.607 6.387 0.4810
H 3.375 9.984 5.136 0.2749
H -0.918 1.514 -11.836 0.3430
H 6.891 1.513 11.672 0.3426
H -4.661 6.353 4.133 0.3109
H -2.116 5.001 6.842 0.2769
H -7.902 -3.815 -8.000 0.2576
H -1.119 10.121 6.499 0.1642
H 2.248 -9.773 0.717 0.2312
H -6.106 2.286 -8.446 0.2451
H 4.638 -0.369 15.338 0.4691
H -0.412 11.678 5.904 0.2964
H -2.034 7.604 -10.573 0.4546
H -6.670 -0.401 -14.210 0.3304
H 4.989 0.036 7.662 0.3070
H -3.249 5.684 -7.426 0.1880
H 2.264 8.063 -8.383 0.3275
H 1.076 0.455 2.920 0.4225
H -3.059 -0.921 6.276 0.2834
H -7.134 6.433 -13.977 0.3559
H 11.888 1.547 3.553 0.2715
H -5.553 2.116 6.810 0.2225
H 11.894 -0.730 2.467 0.2757
H -9.251 2.209 -10.134 0.3337
H 12.023 -6.059 4.046 0.3842
H 0.554 6.938 -4.146 0.3296
H 6.451 -9.248 -1.536 0.3104
H -7.593 7.617 -3.977 0.2907
H 0.839 -12.861 2.136 0.3372
H -9.529 4.703 -13.978 0.4082
H -3.304 2.063 -12.713 0.3037
H 6.605 -10.804 -2.321 0.3240
H -7.830 5.858 -4.015 0.2426
H -0.443 6.139 8.620 0.3087
H -7.568 5.012 -15.107 0.3161
H 0.627 4.995 8.198 0.3684
H -0.772 -0.298 0.983 0.2472
H 1.715 -9.178 -5.049 0.2894
H -3.732 1.572 -11.124 0.4556
H 0.957 1.219 -7.770 0.2608
```

HOMO: -8.227 eV
multiplicity: 1
energy: -5319.33109 hartree
ΔE to the lowest compared entry with this formula, charge and spin: 3.0017 eV